# 1
Entry from OMol25: a structure of composition C19H20CdN2O3S2 (ωB97M-V/def2-TZVPD).

Cartesian coordinates (Å):
1 C -2.0936 -0.8360 1.1305
2 C -2.4818 0.4467 0.4059
3 C -1.9963 1.7444 1.1041
4 C -0.5302 1.8476 1.2680
5 C 0.1620 1.5131 2.4693
6 S -0.7150 0.9435 3.8618
7 C 1.5575 1.6502 2.5967
8 C 2.3621 2.1262 1.5816
9 C 3.8214 2.2740 1.7863
10 C 4.6950 1.4352 0.8222
11 C 4.2477 -0.0030 0.9345
12 O 4.5825 -0.6878 1.8311
13 O 3.3760 -0.4370 0.0043
14 C 1.6881 2.4604 0.3493
15 N 2.2904 2.9183 -0.7342
16 S 1.1042 3.1587 -1.8361
17 N -0.1542 2.7079 -0.9926
18 C 0.2846 2.3266 0.2261
19 O -2.0328 0.4814 -0.9256
20 C -2.7985 -0.2642 -1.8410
21 C -2.1354 -1.5948 -2.1828
22 C -0.9258 -1.5740 -2.8750
23 C -0.2955 -2.7731 -3.1828
24 C -0.8727 -3.9784 -2.7940
25 C -2.0755 -4.0080 -2.1103
26 C -2.7182 -2.7981 -1.8049
27 H -2.2441 -0.6709 2.1939
28 H -1.0544 -1.1051 0.9607
29 H -2.7754 -1.6384 0.8672
30 H -3.5736 0.4850 0.4375
31 H -2.3369 2.5892 0.5114
32 H -2.4550 1.7827 2.0887
33 H 0.0881 -0.0926 4.1650
34 H 2.0346 1.3867 3.5272
35 H 4.0780 3.3229 1.6117
36 H 4.0792 2.0589 2.8161
37 H 5.7196 1.5402 1.1503
38 H 4.5934 1.8192 -0.1895
39 H 3.3274 0.2180 -0.7024
40 H -3.8119 -0.4669 -1.4844
41 H -2.9034 0.2956 -2.7668
42 H -0.5090 -0.6250 -3.1718
43 H 0.6313 -2.7595 -3.7348
44 H -0.3782 -4.9087 -3.0314
45 H -2.4808 -4.9748 -1.8102
46 H -3.6846 -2.7429 -1.2704
47 Cd -4.6905 -4.5932 -1.2605

Calculated values
Gap between HOMO and LUMO   1.76 eV
Total charge   +2

# 2
Entry from OMol25: a structure of composition C23H20BrFLiN5O4 (ωB97M-V/def2-TZVPD).

Cartesian coordinates (Å):
1 Li -0.5991 0.5936 -1.7165
2 Br -7.2425 4.3410 4.5577
3 C -5.4218 3.7574 4.7381
4 C -4.9414 2.7540 3.9107
5 C -3.6412 2.3371 4.0470
6 C -2.7863 2.8912 5.0329
7 C -3.3129 3.9208 5.8403
8 C -4.6115 4.3485 5.6932
9 N -1.6332 2.2932 5.3996
10 N -0.8395 1.6283 4.6605
11 C -0.6249 1.8831 3.3652
12 C -0.9112 3.1138 2.7156
13 C -0.6996 3.3042 1.3905
14 C -0.2472 2.2519 0.5133
15 O -0.1441 2.4132 -0.7014
16 C 0.0951 0.9851 1.1785
17 N 0.5176 -0.0021 0.3945
18 C 0.8133 -1.1623 0.9185
19 C 0.6864 -1.4392 2.2836
20 C 0.2481 -0.4351 3.1142
21 C -0.0513 0.8263 2.5750
22 H -5.5797 2.3007 3.1657
23 H -3.2659 1.5438 3.4191
24 H -2.6772 4.3618 6.5950
25 H -5.0030 5.1349 6.3225
26 H -1.2501 3.9394 3.3344
27 H -0.9015 4.2643 0.9340
28 H 1.1609 -1.9203 0.2286
29 H 0.9181 -2.4276 2.6600
30 H 0.1187 -0.5869 4.1772
31 C 3.7590 -2.8941 -5.1367
32 C 2.8834 -1.7358 -4.6637
33 C 1.9018 -2.0709 -3.5147
34 C 0.5238 -2.5085 -4.0246
35 C 0.5030 -3.6868 -4.9901
36 C 2.4976 -3.1058 -2.5725
37 O 2.3235 -4.3132 -2.6693
38 N 3.2681 -2.5880 -1.5960
39 C 3.6087 -1.1718 -1.4768
40 O 4.6366 -0.9177 -0.8737
41 N 2.7350 -0.3341 -1.9749
42 C 1.7162 -0.7319 -2.7277
43 O 0.7132 -0.0633 -2.9210
44 H 4.2814 -2.6149 -6.0528
45 H 3.1702 -3.7859 -5.3251
46 H 4.5035 -3.1432 -4.3839
47 H 2.2889 -1.3539 -5.4986
48 H 3.5397 -0.9246 -4.3339
49 H 0.0635 -1.6365 -4.4931
50 H -0.0827 -2.7562 -3.1511
51 H 0.9872 -3.4392 -5.9337
52 H -0.5302 -3.9651 -5.1985
53 H 1.0077 -4.5409 -4.5466
54 H 3.7335 -3.2327 -0.9683
55 F -2.2057 0.3008 -1.7203

Calculated values
Energy above the lowest of the compared OMol25 structures with the same formula, charge and spin   0.202 eV
Gap between HOMO and LUMO   5.61 eV
Total charge   -2

# 3
Entry from OMol25: a cluster of 2 separate species, C6H14NO in total (ωB97M-V/def2-TZVPD).

Cartesian coordinates (Å):
1 C 0.6085 -1.1128 -3.1357
2 C 0.2296 -0.2065 -1.9968
3 C 0.9222 0.9198 -1.7236
4 N 0.5984 1.8519 -0.7743
5 H 1.5268 -0.7588 -3.6137
6 H 0.8010 -2.1396 -2.7978
7 H -0.1723 -1.1764 -3.9031
8 H -0.6505 -0.4314 -1.4069
9 H 1.8005 1.1345 -2.3360
10 H 1.3110 2.5363 -0.6022
11 H -0.1579 1.5177 0.0241
12 C -0.2844 0.5770 2.0546
13 O -1.0489 0.9358 0.9705
14 C 0.1017 -0.9115 2.0581
15 C -1.1321 -1.8007 2.1226
16 H -0.8068 0.7811 3.0179
17 H 0.6530 1.1767 2.0942
18 H 0.7557 -1.1115 2.9180
19 H 0.6507 -1.1139 1.1359
20 H -0.8763 -2.8637 2.0645
21 H -1.8019 -1.5725 1.2937
22 H -1.6825 -1.6324 3.0535

Calculated values
Energy above the lowest of the compared OMol25 structures with the same formula, charge and spin   0.296 eV
Gap between HOMO and LUMO   7.11 eV
Total charge   -1

# 4
Entry from OMol25: a cluster of 20 separate species, C20H80N40O20 in total (ωB97M-V/def2-TZVPD).

Cartesian coordinates (Å):
1 C -0.7150 -4.3284 0.4552
2 O -0.8639 -5.5053 0.2567
3 N -1.7623 -3.6005 0.6225
4 N 0.4506 -3.7883 0.6178
5 H -1.7810 -2.6054 0.4507
6 H -2.5348 -4.2180 0.4174
7 H 1.2140 -4.4027 0.3734
8 H 0.6756 -2.9319 1.1037
9 C 5.5855 -0.0033 2.4759
10 O 6.8107 -0.2464 2.7165
11 N 4.7027 0.4989 3.2095
12 N 4.9999 -0.2703 1.3593
13 H 4.9101 0.5456 4.1968
14 H 3.9364 1.0086 2.7934
15 H 5.3934 -0.9937 0.7746
16 H 3.9953 -0.1675 1.3742
17 C 0.6576 5.4933 -2.9457
18 O -0.1726 5.3917 -2.0802
19 N 0.8146 4.7384 -4.0042
20 N 1.5300 6.3789 -3.1315
21 H 1.5510 4.8992 -4.6765
22 H 0.1573 3.9742 -3.9404
23 H 1.6459 7.1482 -2.4874
24 H 2.2876 6.0533 -3.7148
25 C 6.2302 -2.6098 -1.0252
26 O 6.7765 -1.6571 -0.4833
27 N 6.5417 -3.1531 -2.1012
28 N 5.3344 -3.2602 -0.4257
29 H 7.4677 -2.8494 -2.3663
30 H 6.1534 -3.9470 -2.5900
31 H 5.0647 -4.1171 -0.8873
32 H 5.2452 -3.1353 0.5726
33 C -3.5334 3.4875 3.4979
34 O -2.4895 4.0366 3.2678
35 N -3.6565 2.7418 4.5656
36 N -4.5601 3.4938 2.7020
37 H -2.8288 2.5272 5.1032
38 H -4.2333 1.9204 4.4529
39 H -4.4328 4.0057 1.8406
40 H -5.0955 2.6394 2.6441
41 C 4.0754 0.4374 -2.6728
42 O 3.3657 0.8156 -3.6392
43 N 3.5872 0.4933 -1.5025
44 N 5.3150 0.0584 -2.6692
45 H 3.8724 -0.2081 -0.8340
46 H 2.6446 0.8560 -1.4932
47 H 5.6643 -0.3889 -1.8337
48 H 5.7779 -0.1041 -3.5521
49 C 2.8904 3.3126 -0.8223
50 O 1.8464 2.7259 -0.7749
51 N 3.4634 3.8066 0.2585
52 N 3.6652 3.4249 -1.9251
53 H 3.0591 3.5965 1.1599
54 H 4.2701 4.4033 0.1437
55 H 3.3538 2.7676 -2.6258
56 H 4.4572 4.0485 -1.9879
57 C 2.8118 -2.7267 2.8088
58 O 1.8219 -2.0650 2.4657
59 N 3.5358 -2.4911 3.7709
60 N 3.2823 -3.7794 2.1852
61 H 3.2636 -1.7289 4.3751
62 H 4.4027 -3.0093 3.7756
63 H 4.1928 -4.1711 2.3790
64 H 2.6722 -4.3486 1.6161
65 C -2.9345 5.1586 -0.0790
66 O -3.9238 5.2868 0.6151
67 N -1.9015 5.9010 0.1951
68 N -2.7684 4.1649 -0.8738
69 H -2.0815 6.7375 0.7317
70 H -1.0463 5.9400 -0.3409
71 H -3.5188 3.4890 -0.8778
72 H -1.8719 4.1787 -1.3388
73 C -6.1726 3.4661 -1.0296
74 O -6.9529 3.4144 -0.1222
75 N -5.2260 2.5605 -1.3426
76 N -6.0866 4.5829 -1.7547
77 H -4.7645 2.6510 -2.2364
78 H -5.2605 1.6792 -0.8505
79 H -6.7667 5.3134 -1.6000
80 H -5.3388 4.7962 -2.3992
81 C -4.7048 3.4116 -4.6531
82 O -5.1003 2.3253 -4.8295
83 N -5.5140 4.4266 -4.8415
84 N -3.5922 3.8033 -4.2437
85 H -6.4384 4.3533 -5.2417
86 H -5.2992 5.3500 -4.4931
87 H -2.8334 3.1872 -4.4981
88 H -3.5115 4.6718 -3.7345
89 C -3.3195 -2.7020 -3.4723
90 O -3.1180 -2.1746 -4.5703
91 N -3.7570 -3.8881 -3.3230
92 N -3.0791 -2.0783 -2.3651
93 H -4.0150 -4.3811 -4.1659
94 H -3.7437 -4.2636 -2.3854
95 H -3.1938 -1.0857 -2.5126
96 H -3.3493 -2.5064 -1.4911
97 C -0.5173 0.1671 0.3957
98 O -1.4057 -0.5172 0.8210
99 N -0.7258 1.4268 -0.0635
100 N 0.7700 -0.2373 0.3425
101 H -1.6029 1.9142 0.0516
102 H 0.0636 1.6998 -0.6314
103 H 0.9571 -0.9358 1.0476
104 H 1.5169 0.4215 0.1744
105 C 2.9683 -6.3515 -0.1416
106 O 2.6549 -5.1819 -0.0859
107 N 3.7217 -6.9179 -1.0639
108 N 2.5049 -7.2967 0.6398
109 H 3.7200 -7.9235 -1.1580
110 H 4.3133 -6.2523 -1.5404
111 H 3.0069 -8.1694 0.5592
112 H 1.8121 -7.1786 1.3651
113 C -0.9360 0.4378 -4.2648
114 O -1.6643 1.4174 -4.4885
115 N -0.9850 -0.7370 -4.8446
116 N 0.0565 0.4809 -3.4037
117 H -0.2605 -1.4385 -4.7889
118 H -1.8819 -1.0291 -5.2058
119 H 0.7531 -0.2366 -3.2627
120 H -0.0568 1.3007 -2.8248
121 C -1.8137 -1.1969 4.2836
122 O -2.0827 -1.0262 5.4197
123 N -0.5968 -1.0999 3.7880
124 N -2.7272 -1.4709 3.3817
125 H 0.2749 -0.8976 4.2563
126 H -0.6146 -1.4202 2.8303
127 H -3.6211 -1.6709 3.8071
128 H -2.5072 -1.6522 2.4128
129 C 0.5519 -4.3603 5.4642
130 O 1.3507 -3.6530 5.9987
131 N -0.0566 -5.4509 5.8999
132 N 0.0532 -4.0260 4.2224
133 H 0.1697 -5.6224 6.8692
134 H -0.8621 -5.8820 5.4694
135 H 0.3874 -3.1609 3.8225
136 H -0.1176 -4.7796 3.5721
137 C 1.6060 -2.3942 -2.9124
138 O 1.3490 -2.0731 -4.0357
139 N 0.7931 -2.7459 -1.9597
140 N 2.7851 -2.7769 -2.5731
141 H -0.1814 -2.5088 -2.0787
142 H 1.1409 -2.8575 -1.0181
143 H 2.8779 -3.3311 -1.7338
144 H 3.5103 -2.6332 -3.2612
145 C 1.3333 2.7587 3.3463
146 O 2.4085 2.5299 2.8969
147 N 0.3677 3.2332 2.5714
148 N 0.9301 2.6731 4.5698
149 H -0.5374 3.5355 2.9025
150 H 0.4811 3.2162 1.5679
151 H -0.0339 2.6494 4.8702
152 H 1.3840 1.9030 5.0400
153 C -5.4578 0.0598 1.1545
154 O -5.1983 -0.0148 -0.0058
155 N -6.6565 -0.2185 1.6664
156 N -4.5970 0.4728 2.0741
157 H -6.7974 -0.0050 2.6434
158 H -7.2297 -0.5777 0.9163
159 H -4.7670 0.3903 3.0662
160 H -3.6606 0.5341 1.7005

Calculated values
Energy above the lowest of the compared OMol25 structures with the same formula, charge and spin   12.767 eV
Gap between HOMO and LUMO   7.30 eV

Number 1: HOMO level -0.4840 Eh. Number 2: HOMO level -0.0664 Eh. Number 3: HOMO level -0.1112 Eh. Number 4: HOMO level -0.2996 Eh.